# 1
16
Properties=species:S:1:pos:R:3:forces:R:3:nbo_charge:R:1 method="wB97M-V/def2-TZVPD" total_charge=+1 multiplicity=1 homo_ev=-15.0881 total_energy_ev=-19941.504 e_above_lowest_kcal_mol=43.1
C -0.020871 -0.255046 -0.547485 -1.47 -2.05 1.99 -0.22
N 0.045366 1.443537 0.907839 -2.05 -0.81 3.47 -1.02
N -0.085225 0.313818 -1.689099 3.68 -1.03 1.03 -0.68
Si -1.736428 -0.980191 0.305582 -0.68 3.07 -2.88 0.85
Si 1.756583 -0.770190 -0.041951 -0.98 -0.32 1.19 0.84
H 0.123374 2.478719 0.818865 -0.26 -0.98 0.12 0.42
H -0.839263 1.190778 1.538623 1.83 1.46 -1.98 0.39
H 0.790075 0.694597 -1.971199 0.27 0.61 -1.32 0.39
H 0.722434 1.145627 1.636151 0.09 0.65 -0.76 0.39
H -0.889881 0.645144 -2.013237 -3.97 1.78 -2.13 0.40
H -1.323523 -0.972974 1.625061 0.28 -0.26 2.00 -0.16
H -2.827477 0.170304 -0.071177 1.47 -1.25 0.67 -0.12
H -2.321417 -2.147649 -0.286726 0.24 -0.86 -0.19 -0.10
H 2.289031 0.534296 0.332603 0.78 0.01 -0.42 -0.13
H 2.092781 -1.488630 -1.248186 0.69 -0.17 -0.36 -0.11
H 1.666335 -1.609096 1.193690 0.07 0.15 -0.45 -0.11

# 2
18
Properties=species:S:1:pos:R:3:forces:R:3:nbo_charge:R:1 method="wB97M-V/def2-TZVPD" total_charge=-1 multiplicity=2 homo_ev="0.5713 / -5.5191" s2=0.751 total_energy_ev=-11827.561 e_above_lowest_kcal_mol=13.4
N 2.053766 -0.087565 1.208533 1.23 -0.24 2.30 -1.06
C 1.127447 0.395371 0.392528 -2.66 0.44 -1.48 0.35
N 1.538416 0.486798 -0.946282 0.79 0.44 2.17 -0.88
N -0.095389 0.729303 0.759332 0.41 0.02 -2.63 -0.94
H 3.005772 0.357792 1.018339 -0.63 -0.71 0.68 0.23
H 1.667893 -0.112462 2.203703 1.30 0.34 -1.27 0.32
H 0.887235 0.339822 -1.688964 -0.09 0.10 -0.17 0.40
H 2.555532 0.321928 -1.016215 -0.96 -0.06 -0.67 0.34
H -0.394075 0.476064 1.673809 0.48 -0.19 0.94 0.35
H -0.240635 -3.407723 0.373369 0.32 0.49 -0.02 0.47
H -1.391571 -3.688582 -0.636425 0.84 -0.24 1.86 0.48
O -0.998881 -3.972195 0.246399 -1.17 -0.16 -1.77 -0.96
H -1.877449 3.716401 -0.294490 -0.84 0.22 0.73 0.45
H -0.703336 2.680655 -0.001889 -0.86 0.81 -1.08 0.51
O -1.098684 3.340836 -0.663782 1.72 -1.31 0.31 -1.00
H -2.572413 -0.420106 -1.441913 0.62 -0.45 0.76 0.45
H -1.417076 -0.247684 -0.416180 0.13 0.12 0.30 0.50
O -2.046550 -0.908652 -0.769872 -0.66 0.38 -0.95 -1.00

# 3
17
Properties=species:S:1:pos:R:3:forces:R:3:nbo_charge:R:1 method="wB97M-V/def2-TZVPD" total_charge=-1 multiplicity=1 homo_ev=-5.0194 total_energy_ev=-11453.478 e_above_lowest_kcal_mol=27.1
C -0.075552 2.561073 0.011590 0.34 4.00 1.09 -0.20
O -0.032622 1.557527 -0.824317 -0.95 -2.05 -2.72 -0.76
H 0.629366 3.389136 -0.389411 -0.98 -0.45 0.95 0.11
H 0.232051 2.318987 1.029672 0.09 -0.01 0.24 0.15
H -1.112102 2.954599 0.059250 0.41 0.27 0.14 0.14
H 0.591703 -1.549075 0.891803 -0.23 -1.62 1.23 0.53
H 0.988061 -2.862089 1.984010 -0.47 0.96 -0.71 0.46
O 0.305890 -2.209618 1.724489 0.48 1.05 -1.00 -1.08
H 0.516738 0.865863 -0.476852 1.13 -1.98 0.15 0.53
H 1.944705 -1.188071 -0.003700 0.55 0.24 -0.37 0.42
O 1.224690 -0.734156 -0.446166 -0.51 -0.15 0.63 -1.27
H -1.656919 -1.475603 2.197889 0.75 -0.44 -0.01 0.50
H -2.764983 -0.796568 1.445156 0.00 -0.41 0.32 0.46
O -2.613177 -1.462643 2.137160 -0.63 0.70 -0.36 -0.97
H 0.205146 0.098903 -3.488730 0.47 -1.33 -0.12 0.45
H 0.983226 -0.672750 -2.444425 -0.58 -0.87 -1.33 0.53
O 0.633778 -0.795516 -3.407414 0.14 2.07 1.88 -1.00

# 4
19
Properties=species:S:1:pos:R:3:forces:R:3:nbo_charge:R:1 method="wB97M-V/def2-TZVPD" total_charge=-1 multiplicity=1 homo_ev=-5.7029 total_energy_ev=-15550.360 e_above_lowest_kcal_mol=19.5
O 1.302128 -1.898677 -0.619110 -0.15 -0.45 -0.13 -0.78
C 2.050681 -0.935571 -0.436388 0.37 1.17 0.75 0.65
O 2.016182 -0.069134 0.485852 -0.23 -0.59 -0.37 -0.83
H 2.875576 -0.736027 -1.131341 0.34 -0.36 -0.64 0.03
H -1.880723 -0.751095 -1.382172 0.88 -0.63 1.07 0.50
H -1.116959 0.376645 -0.440985 0.17 -0.94 0.34 0.49
O -1.668617 0.160257 -1.185185 -0.95 0.92 -1.55 -1.00
H -1.444377 2.230490 -2.024308 -0.13 -0.37 0.18 0.48
H -1.127098 3.019834 -0.770017 0.15 0.02 0.18 0.47
O -1.863147 2.665099 -1.275804 0.00 1.06 -0.12 -0.95
H -1.471995 -2.767696 0.254953 -0.15 0.10 -0.29 0.46
H -0.320862 -2.561707 -0.682987 0.03 0.34 -0.22 0.52
O -1.294513 -2.678966 -0.692867 -0.02 -0.42 0.47 -1.00
H 0.704729 -0.123967 2.780379 -0.16 -0.42 -0.38 0.46
H 0.488689 -0.661182 1.349336 0.32 -0.26 1.12 0.50
O 0.121980 -0.718196 2.278077 -0.16 0.42 -0.42 -1.00
H 1.643271 2.015214 1.018032 -0.06 -0.87 -0.18 0.49
H 0.277942 1.295312 1.299273 0.42 -0.47 -0.02 0.48
O 0.707112 2.139369 1.175263 -0.67 1.75 0.22 -0.99

# 5
27
Properties=species:S:1:pos:R:3:forces:R:3:nbo_charge:R:1 method="wB97M-V/def2-TZVPD" total_charge=+1 multiplicity=3 homo_ev="-12.7701 / -12.8459" s2=2.002 total_energy_ev=-41884.747 e_above_lowest_kcal_mol=0.0
Pt 0.809926 0.285028 0.066187 0.53 -0.16 -1.18 1.51
C -3.024394 -2.073529 0.135145 1.71 0.77 -0.22 0.73
F -2.250458 -2.288632 1.228105 -0.32 0.11 0.10 -0.34
F -2.643191 -2.999483 -0.750079 -0.54 -0.07 -0.10 -0.32
F -4.280617 -2.155880 0.457360 -0.40 -0.41 -0.07 -0.28
S -2.640982 -0.359332 -0.526103 -1.49 0.57 -0.15 2.33
O -3.315391 0.500002 0.419398 0.79 -0.06 -0.01 -0.96
O -1.154403 -0.293795 -0.456909 -0.42 -0.45 -0.26 -1.09
O -3.116391 -0.303652 -1.884746 0.54 -0.39 0.52 -0.92
O 3.140601 0.392199 -0.080554 0.63 -0.11 -0.09 -0.96
H 3.783989 1.105343 0.030878 -0.26 0.03 0.06 0.51
H 3.656257 -0.375281 -0.363495 -0.20 0.03 0.02 0.51
O 1.147374 2.250030 -1.169179 -0.12 0.80 -0.11 -0.96
H 0.443219 2.914312 -1.201232 0.00 -0.21 0.15 0.51
H 1.666324 2.385306 -1.973633 -0.02 -0.28 0.11 0.51
O 0.958776 -0.546092 -2.112473 -0.45 0.02 -0.71 -0.97
H 1.487403 -0.927058 -2.826237 0.15 0.04 0.27 0.51
H 0.084108 -0.372870 -2.502066 0.07 -0.15 0.25 0.52
O -0.650195 2.006166 1.019685 -0.53 1.14 0.29 -0.99
H -0.330293 2.781662 1.498998 -0.13 -0.12 0.02 0.49
H -1.617604 2.117913 0.970040 0.12 -0.45 -0.07 0.53
O 1.004342 -1.846950 0.529942 0.60 -0.95 0.84 -0.94
H 1.309749 -2.011127 1.431897 -0.06 -0.18 -0.13 0.50
H 0.487782 -2.633904 0.291132 -0.28 0.46 -0.20 0.53
O 1.521253 0.815307 2.229721 0.26 -0.13 0.85 -0.96
H 1.619922 0.068019 2.833187 -0.09 0.15 0.04 0.50
H 1.902892 1.566298 2.705032 -0.11 0.01 -0.21 0.51

# 6
19
Properties=species:S:1:pos:R:3:forces:R:3:nbo_charge:R:1 method="wB97M-V/def2-TZVPD" total_charge=0 multiplicity=1 homo_ev=-9.5663 smiles="[H]/N=C/N.O.O.O.O" total_energy_ev=-12401.433 e_above_lowest_kcal_mol=32.5
H 0.372641 1.910579 2.462232 -0.88 -1.40 -1.03 0.36
N 0.136839 0.968395 2.041108 0.92 0.64 1.40 -0.76
C -0.589665 0.930415 1.010704 0.11 1.48 -1.36 0.29
N -0.890538 -0.281025 0.391339 0.77 -0.66 -0.87 -0.84
H -0.950595 1.912775 0.536624 0.08 -1.71 0.27 0.15
H -0.340993 -1.049846 0.828019 -0.67 0.87 -0.36 0.38
H -0.818231 -0.362184 -0.663348 -0.38 0.73 1.79 0.42
O 1.993781 1.105806 -1.515254 0.62 0.00 -1.13 -0.95
H 2.660753 1.017547 -0.841119 0.20 -0.05 1.11 0.48
H 2.591841 1.047869 -2.287656 -0.87 0.07 0.11 0.47
O -2.948237 -4.003789 -0.249495 0.54 -1.56 0.60 -0.94
H -2.689765 -4.795428 0.292825 -0.37 1.11 -0.88 0.47
H -3.189094 -3.359144 0.409912 -0.15 0.47 0.29 0.47
O 3.019958 0.207586 1.394106 1.01 -1.04 1.39 -0.97
H 2.093037 0.173970 1.170099 -0.75 0.01 0.31 0.48
H 3.105434 -0.342703 2.230844 -0.29 1.12 -1.68 0.48
O -1.191584 1.252039 -2.577397 2.23 0.08 0.72 -0.93
H -0.484786 1.798803 -2.156046 -0.05 -1.07 -0.55 0.47
H -1.880797 1.868336 -2.477500 -2.04 0.92 -0.11 0.46

# 7
17
Properties=species:S:1:pos:R:3:forces:R:3:nbo_charge:R:1 method="wB97M-V/def2-TZVPD" total_charge=+1 multiplicity=1 homo_ev=-14.2756 total_energy_ev=-8858.216 e_above_lowest_kcal_mol=20.3
C 0.309035 -1.001270 -0.177727 -0.41 -0.87 0.32 -0.40
N -0.775224 -0.834937 0.837952 -0.39 -0.04 0.83 -0.69
H 0.672627 -2.011942 0.002043 0.58 0.25 -0.06 0.21
H 1.044698 -0.222124 -0.042950 0.11 -0.04 -0.05 0.25
H -0.131424 -1.014437 -1.163449 -0.10 0.41 -0.19 0.24
H -0.393138 -0.793846 1.806685 0.47 0.01 -0.56 0.46
H -1.287424 0.036400 0.704437 -0.11 0.18 -0.45 0.46
H -1.416834 -1.635240 0.837916 -0.01 0.38 -0.28 0.43
H 1.276208 -0.817740 3.637150 0.16 0.17 0.55 0.50
H 1.228267 -1.994552 2.688573 0.28 -0.87 0.15 0.48
O 1.299575 -1.048079 2.711313 -0.47 0.57 -0.50 -0.95
H -0.995275 2.712727 -0.579744 0.55 0.52 -0.97 0.50
H -1.751323 2.350305 0.610883 -0.47 0.13 0.59 0.48
O -1.210757 1.950098 -0.063958 -0.17 -0.78 0.56 -0.97
H 0.874874 0.777639 -4.309975 -0.07 0.14 0.57 0.48
H 0.569685 2.205046 -3.961984 0.01 -0.12 0.31 0.47
O 0.686430 1.341950 -3.537167 0.04 -0.05 -0.83 -0.95

# 8
17
Properties=species:S:1:pos:R:3:forces:R:3:nbo_charge:R:1 method="wB97M-V/def2-TZVPD" total_charge=+1 multiplicity=1 homo_ev=-15.4246 total_energy_ev=-8857.531 e_above_lowest_kcal_mol=36.1
C -2.102657 -0.984112 -0.652643 -1.26 -1.81 0.62 -0.46
N -0.783592 -0.333971 -0.403116 0.38 -0.15 0.28 -0.70
H -2.671703 -0.403719 -1.381607 0.12 -0.16 0.25 0.24
H -2.018555 -2.054661 -0.986637 0.49 1.27 -0.18 0.25
H -2.711052 -1.159435 0.293553 0.97 0.99 -1.00 0.25
H -0.667762 -0.038785 0.568044 -0.34 0.23 0.04 0.44
H -0.512395 0.542800 -0.925955 -0.73 -0.98 0.71 0.47
H 0.034099 -0.934555 -0.521207 0.06 -0.60 -0.38 0.45
H 0.493759 2.387649 0.369376 0.05 -0.01 0.06 0.53
H 0.045150 2.352794 -1.163225 1.29 -0.64 1.85 0.50
O 0.468093 1.813543 -0.408514 -0.76 1.69 -2.15 -0.98
H 1.329991 0.345499 2.530443 -0.24 1.43 -0.17 0.48
H 0.796175 1.447083 3.426562 0.03 0.24 -0.39 0.49
O 1.012028 1.289225 2.491247 0.14 -1.72 0.45 -0.97
H 2.449828 -0.670746 -0.736239 0.66 1.16 -0.72 0.48
H 2.494742 -1.996336 -1.703831 -0.03 1.36 1.54 0.50
O 2.343846 -1.602276 -0.796256 -0.84 -2.30 -0.81 -0.98

# 9
18
Properties=species:S:1:pos:R:3:forces:R:3:nbo_charge:R:1 method="wB97M-V/def2-TZVPD" total_charge=0 multiplicity=2 homo_ev="-5.3120 / -9.3435" s2=0.753 total_energy_ev=-10909.564 e_above_lowest_kcal_mol=4.5
C 1.887876 -1.052307 -0.932462 1.00 -0.97 0.89 -0.28
N 1.491967 0.105491 -0.352147 -1.75 1.76 0.33 -0.81
H 2.488712 -1.682311 -0.278867 0.11 -0.20 -0.63 0.14
H 1.499649 -1.364395 -1.882451 -0.16 0.01 0.05 0.18
H 0.499053 0.336681 -0.365553 0.27 -0.10 -0.71 0.38
H 1.829084 0.412655 0.539744 0.83 -0.53 0.17 0.38
H -4.121122 -0.900470 -0.393539 -0.96 0.71 1.02 0.47
H -3.355929 -1.775418 -1.206121 0.50 -0.33 -0.59 0.47
O -3.376189 -0.846113 -0.967770 0.17 -0.55 -0.39 -0.94
H -1.591591 -0.675271 -1.474542 -0.52 -0.15 0.61 0.48
H -1.182799 0.298638 -2.518352 0.31 -0.26 0.08 0.47
O -0.842168 -0.458409 -2.016207 0.22 0.61 -0.83 -0.95
H -3.299312 2.315338 1.358288 0.35 -0.07 0.42 0.47
H -2.341793 2.069223 2.587010 -0.32 0.10 -0.47 0.47
O -2.380822 2.357913 1.662368 -0.02 -0.03 0.05 -0.94
H 4.295729 0.882726 2.542482 0.04 0.84 0.64 0.46
H 4.555329 -0.381194 1.860564 -0.04 -0.43 -0.38 0.47
O 3.944323 0.357224 1.837561 -0.05 -0.40 -0.25 -0.93

# 10
17
Properties=species:S:1:pos:R:3:forces:R:3:nbo_charge:R:1 method="wB97M-V/def2-TZVPD" total_charge=0 multiplicity=1 homo_ev=-11.0077 smiles=C.O.O.O.O total_energy_ev=-9421.295 e_above_lowest_kcal_mol=23.8
C 1.588725 -3.821911 0.598331 -0.58 1.26 -0.42 -0.86
H 1.956537 -3.127101 -0.160696 0.20 -0.40 -0.23 0.21
H 1.992941 -3.425643 1.527386 0.13 -0.70 0.19 0.22
H 1.738141 -4.860258 0.335066 0.49 -0.06 0.28 0.21
H 0.519882 -3.632669 0.602533 -0.26 -0.07 0.18 0.22
O -2.014019 -1.705242 0.394388 -0.61 0.25 0.52 -0.95
H -2.931129 -1.707387 0.070447 0.49 -0.01 0.09 0.47
H -2.106071 -1.482118 1.341489 0.18 -0.16 -0.65 0.48
O 1.100230 0.045134 -3.479992 -0.93 1.61 0.16 -0.94
H 1.577997 -0.754472 -3.540322 0.84 -1.29 -0.32 0.47
H 1.185507 0.515484 -4.319770 0.09 -0.32 0.23 0.47
O -1.104162 5.257264 2.367527 0.45 -0.35 0.08 -0.96
H -0.502418 4.811630 1.728899 -1.14 0.87 0.32 0.48
H -1.772822 5.830163 1.961947 0.69 -0.53 -0.39 0.48
O 0.518015 0.186733 0.404585 0.69 0.32 0.18 -0.95
H -0.262325 -0.119299 -0.042077 -0.73 -0.42 -0.26 0.48
H 1.128077 0.394155 -0.311615 -0.01 0.01 0.05 0.47